Density functional theory data (ωB97M-V with the def2-TZVPD basis set) for a 10-piece molecular cluster, C38H90Cl6NO12 overall in a non-equilibrium geometry.

Cartesian coordinates (Å):
1 C -1.4525 0.4147 -3.2894
2 C -0.1727 0.0128 -2.4986
3 C -0.3894 0.0537 -0.9279
4 N 0.8907 -0.3906 -0.0721
5 C 1.4908 -1.7405 -0.4183
6 C 0.4896 -0.3633 1.4612
7 C 1.3717 0.6697 2.1301
8 C 2.5376 0.8407 1.1352
9 C 1.9919 0.6280 -0.2612
10 H -2.1618 -0.4068 -3.1894
11 H -1.2536 0.5948 -4.3459
12 H -1.9088 1.3472 -2.9572
13 H 0.6538 0.6576 -2.7972
14 H -0.0457 -1.0259 -2.8036
15 H -1.1460 -0.6962 -0.6968
16 H -0.7158 0.9792 -0.4534
17 H 0.6577 -2.4326 -0.2958
18 H 2.3022 -1.8695 0.2980
19 H 1.9847 -1.8232 -1.3864
20 H 0.6741 -1.3213 1.9472
21 H -0.5690 -0.1067 1.5005
22 H 1.6528 0.3170 3.1224
23 H 0.8460 1.6011 2.3405
24 H 3.3834 0.1621 1.2454
25 H 3.0061 1.8229 1.1978
26 H 2.7518 0.3601 -0.9953
27 H 1.5275 1.5434 -0.6280
28 Cl 0.0692 2.9843 -4.7135
29 C -0.0847 4.3815 -5.7314
30 C 0.9103 4.3490 -6.8680
31 Cl 2.6252 4.2972 -6.2444
32 H 0.1552 5.2752 -5.1552
33 H -1.1276 4.4870 -6.0302
34 H 0.9030 5.2160 -7.5285
35 H 0.7237 3.5005 -7.5264
36 Cl 5.8923 1.7720 1.6553
37 C 6.6570 1.5120 0.0396
38 C 5.8133 0.7997 -0.8959
39 Cl 5.3769 -0.8094 -0.2701
40 H 7.6032 0.9722 0.0790
41 H 6.8966 2.4883 -0.3819
42 H 6.3191 0.5725 -1.8344
43 H 4.9428 1.4272 -1.0870
44 Cl 2.5775 -5.3312 -6.0137
45 C 2.1493 -3.5948 -5.8171
46 C 2.9805 -3.0321 -4.5718
47 Cl 2.4614 -1.3783 -4.2715
48 H 1.0717 -3.5530 -5.6581
49 H 2.5328 -3.0999 -6.7094
50 H 4.0336 -2.9912 -4.8500
51 H 2.8302 -3.5831 -3.6434
52 C -1.3707 -6.8838 0.2946
53 O -1.0692 -5.7079 -0.4782
54 C -0.6383 -6.0239 -1.8262
55 C 0.4810 -5.0961 -2.3449
56 O -0.0804 -3.7767 -2.5271
57 C -0.9837 -3.6075 -3.6080
58 H -1.2084 -6.7204 1.3600
59 H -0.7169 -7.7167 0.0358
60 H -2.3519 -7.2957 0.0585
61 H -1.4784 -6.0503 -2.5202
62 H -0.2397 -7.0383 -1.8406
63 H 0.7778 -5.5246 -3.3022
64 H 1.2395 -5.0209 -1.5657
65 H -2.0250 -3.4851 -3.3102
66 H -0.9707 -4.3937 -4.3629
67 H -0.6818 -2.7046 -4.1388
68 C -4.0612 2.5366 -4.2816
69 O -3.9916 2.5733 -2.8604
70 C -5.1748 2.7361 -2.0651
71 C -5.5416 4.1474 -1.6648
72 O -4.6509 4.6176 -0.6667
73 C -4.7855 5.9778 -0.2923
74 H -3.1067 2.7984 -4.7382
75 H -4.7237 3.2363 -4.7910
76 H -4.4152 1.5663 -4.6298
77 H -5.0345 2.2329 -1.1085
78 H -6.0332 2.2459 -2.5244
79 H -6.6040 4.1247 -1.4223
80 H -5.4826 4.8415 -2.5032
81 H -4.2709 6.2353 0.6334
82 H -5.8320 6.0185 0.0100
83 H -4.6283 6.7151 -1.0796
84 C -6.3697 -1.6664 2.4454
85 O -6.6459 -0.9416 1.2554
86 C -5.5315 -0.2490 0.8363
87 C -4.4483 -1.1274 0.1686
88 O -4.7603 -1.9007 -0.9602
89 C -5.2787 -1.2010 -2.0353
90 H -7.1609 -2.3958 2.6186
91 H -6.2717 -0.9583 3.2682
92 H -5.4146 -2.1860 2.5221
93 H -5.1130 0.3358 1.6554
94 H -5.9272 0.4272 0.0784
95 H -4.0368 -1.7880 0.9318
96 H -3.6174 -0.4472 -0.0189
97 H -4.5366 -0.5442 -2.4892
98 H -6.2925 -0.8717 -1.8072
99 H -5.4263 -1.8757 -2.8786
100 C -1.2531 3.9514 -1.1956
101 O -0.1520 3.4487 -0.4265
102 C 0.0604 3.9368 0.8638
103 C -1.1328 3.7438 1.8193
104 O -1.5328 2.3472 2.0380
105 C -2.7441 2.1519 2.8356
106 H -2.1834 3.5503 -0.7934
107 H -1.2661 3.5158 -2.1947
108 H -1.1632 5.0329 -1.2983
109 H 0.3630 4.9818 0.7972
110 H 0.9886 3.5139 1.2483
111 H -2.0557 4.1813 1.4386
112 H -0.8229 4.2451 2.7362
113 H -3.6105 2.7275 2.5100
114 H -2.6794 2.2847 3.9156
115 H -3.1546 1.1668 2.6141
116 C 2.4418 4.5108 4.2817
117 O 2.3385 4.0052 5.5913
118 C 2.6442 2.6048 5.6230
119 C 3.0157 2.2263 7.0115
120 O 3.4857 0.8710 7.0153
121 C 4.8382 0.6615 6.6423
122 H 1.9337 3.9566 3.4925
123 H 3.4726 4.7312 4.0043
124 H 1.9511 5.4836 4.3132
125 H 3.5129 2.4252 4.9897
126 H 1.8645 1.9026 5.3280
127 H 2.1260 2.2183 7.6412
128 H 3.7232 2.8897 7.5090
129 H 5.3991 0.7424 7.5734
130 H 5.2156 1.2638 5.8160
131 H 4.8129 -0.4157 6.4774
132 C 2.5962 -2.4217 4.2922
133 O 2.8104 -2.5644 2.8859
134 C 2.3867 -3.8390 2.3588
135 C 2.9575 -5.0984 3.0007
136 O 4.3840 -4.9690 2.8156
137 C 5.1649 -5.9860 3.3738
138 H 3.0908 -1.5438 4.7078
139 H 3.0067 -3.1845 4.9538
140 H 1.5431 -2.2692 4.5283
141 H 2.6846 -3.8767 1.3110
142 H 1.2983 -3.8494 2.4169
143 H 2.5408 -5.9694 2.4949
144 H 2.7673 -5.1460 4.0729
145 H 4.8755 -6.9605 2.9806
146 H 5.0075 -6.0925 4.4471
147 H 6.2234 -5.7438 3.2783

The HOMO energy (alpha / beta) comes out at -12.7 / -12.7 eV. The value obtained for the total energy is -142034.3758 eV. For the max |F|, the calculation gives 2.6 eV/Å. Its expectation value of S² is 0.76. As for the orbital gap (alpha / beta): 8.40 / 1.76 eV. Its total charge is +2. As for the multiplicity: 2.

Mulliken population analysis, charges in e, atoms 1 to 2:
1. C -1.5377
2. C 1.2947